1.
The following is a DFT calculation (wB97M-V/def2-TZVPD) of 2 unconnected molecules or ions with the total composition C3H3IO at a distorted geometry.

**LUMO level (spin up / spin down)**: -0.0041 / -0.0094 hartree
**Energy relative to the best compared isomer or geometry (same formula, charge and spin)**: 377.4 kJ/mol
**Energy**: -488.8483 a.u.
**Gap between HOMO and LUMO (spin up / spin down)**: 8.12 / 8.33 eV

Geometry (Å):
C (-0.720, 0.971, 0.412)
C (0.142, -2.916, -0.168)
C (-1.655, 0.072, 0.339)
O (-0.731, -2.233, 0.263)
I (-3.688, 0.080, 0.124)
H (-0.894, 2.044, 0.416)
H (0.314, 0.675, 0.493)
H (0.958, -2.615, -0.836)



2.
The following is a DFT calculation (wB97M-V/def2-TZVPD) of 9 unconnected molecules or ions with the total composition C47H45N9O4 at a distorted geometry.

**Spin multiplicity**: 2
**Net charge**: +1
**LUMO level (spin up / spin down)**: -0.1646 / -0.3201 hartree
**Energy**: -2611.0977 a.u.
**<S²>**: 0.768
**Gap between HOMO and LUMO (spin up / spin down)**: 6.87 / 2.64 eV

Geometry (Å):
C (1.604, 4.931, -1.103)
C (2.869, 4.874, -1.673)
C (4.011, 5.040, -0.918)
C (3.881, 5.276, 0.443)
C (2.622, 5.329, 1.060)
C (1.479, 5.212, 0.244)
N (5.082, 5.506, 1.280)
O (6.183, 5.469, 0.781)
O (4.945, 5.672, 2.482)
H (0.675, 4.860, -1.650)
H (2.918, 4.720, -2.741)
H (4.995, 4.869, -1.329)
H (2.547, 5.582, 2.107)
H (0.470, 5.331, 0.611)
C (-5.071, 3.298, -6.605)
C (-5.886, 4.121, -5.825)
C (-5.564, 4.363, -4.511)
C (-4.290, 4.038, -3.984)
C (-3.483, 3.292, -4.836)
C (-3.869, 2.836, -6.108)
N (-3.831, 4.373, -2.568)
O (-2.808, 3.832, -2.102)
O (-4.595, 5.041, -1.887)
H (-5.334, 3.041, -7.620)
H (-6.765, 4.479, -6.339)
H (-6.244, 4.871, -3.843)
H (-2.575, 2.795, -4.528)
H (-3.171, 2.142, -6.552)
N (-1.188, -0.366, 0.469)
C (-1.377, 0.836, -0.131)
C (-0.380, 1.738, -0.373)
C (0.944, 1.236, -0.297)
C (1.177, -0.112, 0.184)
C (0.073, -0.833, 0.593)
H (-2.402, 1.152, -0.258)
H (-0.682, 2.665, -0.838)
H (1.787, 1.864, -0.545)
H (2.147, -0.544, 0.381)
H (0.198, -1.854, 0.922)
N (-2.566, -5.093, 0.152)
C (-1.940, -6.250, -0.200)
C (-0.820, -6.233, -0.961)
C (-0.221, -5.027, -1.342)
C (-0.924, -3.853, -1.052)
C (-2.036, -3.929, -0.218)
H (-2.270, -7.221, 0.137)
H (-0.304, -7.178, -1.049)
H (0.699, -5.070, -1.906)
H (-0.574, -2.905, -1.435)
H (-2.561, -3.040, 0.098)
N (3.281, 1.215, 3.163)
C (3.560, 1.923, 2.085)
C (4.757, 1.763, 1.427)
C (5.723, 0.870, 1.934)
C (5.519, 0.266, 3.157)
C (4.309, 0.511, 3.724)
H (2.823, 2.559, 1.618)
H (5.044, 2.308, 0.540)
H (6.565, 0.623, 1.304)
H (6.247, -0.470, 3.467)
H (4.146, 0.156, 4.731)
N (2.669, -3.069, 1.206)
C (3.013, -4.396, 1.228)
C (3.736, -4.988, 2.330)
C (4.137, -4.154, 3.376)
C (3.759, -2.814, 3.351)
C (3.061, -2.347, 2.257)
H (2.709, -5.079, 0.448)
H (3.947, -6.042, 2.229)
H (4.671, -4.536, 4.233)
H (4.055, -2.077, 4.083)
H (2.942, -1.275, 2.194)
N (0.360, 3.195, -4.379)
C (-0.109, 1.977, -4.086)
C (-0.335, 1.072, -5.123)
C (0.001, 1.374, -6.474)
C (0.570, 2.619, -6.713)
C (0.752, 3.458, -5.640)
H (-0.369, 1.722, -3.070)
H (-0.752, 0.117, -4.842)
H (0.008, 0.619, -7.246)
H (0.893, 3.017, -7.663)
H (1.167, 4.455, -5.653)
N (0.095, -6.054, 4.852)
C (0.306, -5.609, 3.538)
C (0.034, -4.315, 3.130)
C (-0.445, -3.439, 4.013)
C (-0.625, -3.814, 5.362)
C (-0.389, -5.138, 5.686)
H (0.739, -6.319, 2.848)
H (0.108, -3.930, 2.123)
H (-0.919, -2.554, 3.613)
H (-1.148, -3.153, 6.037)
H (-0.509, -5.455, 6.711)
N (-5.324, -0.280, 2.676)
C (-4.489, -1.148, 2.037)
C (-4.335, -2.475, 2.431)
C (-5.202, -2.995, 3.439)
C (-6.059, -2.076, 4.100)
C (-6.134, -0.761, 3.678)
H (-3.998, -0.687, 1.192)
H (-3.636, -3.135, 1.939)
H (-5.069, -4.013, 3.775)
H (-6.732, -2.430, 4.868)
H (-6.699, 0.036, 4.138)



3.
The following is a DFT calculation (wB97M-V/def2-TZVPD) of a single C4H8O2S2 molecule at a distorted geometry.

**Structure (SMILES)**: SCC1OCSCO1
**LUMO level**: 0.0295 hartree
**Energy relative to the best compared isomer or geometry (same formula, charge and spin)**: 144.3 kJ/mol
**Energy**: -1104.0340 a.u.
**Gap between HOMO and LUMO**: 9.78 eV

Geometry (Å):
C (-1.536, -0.930, -0.118)
C (-0.070, -0.701, 0.161)
C (0.850, 0.569, -1.618)
C (1.394, 0.936, 0.970)
H (-2.269, 0.021, 1.927)
H (-1.643, -1.849, -0.704)
H (-1.925, -0.097, -0.710)
H (0.361, -1.522, 0.764)
H (-0.113, 1.083, -1.686)
H (1.251, 0.449, -2.589)
H (1.414, 1.725, 1.696)
H (2.053, 0.081, 1.336)
O (0.683, -0.711, -1.041)
O (0.059, 0.516, 0.849)
S (-2.526, -1.153, 1.388)
S (2.017, 1.583, -0.626)



4.
The following is a DFT calculation (wB97M-V/def2-TZVPD) of a molecular structure, C5H11MnO4 at a distorted geometry.

**Spin multiplicity**: 7
**LUMO level (spin up / spin down)**: 0.0208 / -0.0115 hartree
**Energy relative to the best compared isomer or geometry (same formula, charge and spin)**: 139.3 kJ/mol
**Energy**: -1648.8645 a.u.
**<S²>**: 12.013
**Gap between HOMO and LUMO (spin up / spin down)**: 7.59 / 7.52 eV

Geometry (Å):
O (-1.113, -1.512, -2.168)
Mn (-1.031, -0.712, -0.510)
O (-2.173, -1.395, 0.930)
C (-1.479, -1.620, 2.069)
C (-0.402, -0.613, 2.302)
O (0.310, -0.452, 1.095)
C (1.158, 0.684, 0.994)
C (1.398, 0.925, -0.475)
O (0.126, 0.920, -1.116)
C (0.167, 1.363, -2.467)
H (-1.350, -2.676, 2.377)
H (-0.908, -1.333, 3.387)
H (-0.517, 0.328, 2.863)
H (-1.373, -2.425, -2.285)
H (2.108, 0.508, 1.519)
H (0.652, 1.552, 1.444)
H (2.030, 0.137, -0.915)
H (1.892, 1.896, -0.618)
H (-0.848, 1.293, -2.866)
H (0.512, 2.406, -2.504)
H (0.840, 0.726, -3.058)



5.
The following is a DFT calculation (wB97M-V/def2-TZVPD) of a molecular structure, C23H32Cl4GeN3O2S3Si3Tc at a distorted geometry.

**Spin multiplicity**: 4
**Net charge**: -1
**LUMO level (spin up / spin down)**: 0.0707 / 0.0230 hartree
**Energy relative to the best compared isomer or geometry (same formula, charge and spin)**: 66.4 kJ/mol
**Energy**: -7272.0922 a.u.
**<S²>**: 3.815
**Gap between HOMO and LUMO (spin up / spin down)**: 7.13 / 5.90 eV

Geometry (Å):
Tc (-0.186, -0.093, -0.599)
S (-0.508, 0.790, 1.747)
C (0.802, 0.431, 2.796)
S (1.955, -0.831, 2.456)
C (0.910, 1.086, 4.006)
C (-0.072, 2.060, 4.420)
N (-0.850, 2.831, 4.780)
C (1.987, 0.819, 4.928)
N (2.835, 0.621, 5.685)
Cl (-4.268, 5.373, -0.623)
C (-2.887, 4.336, -0.690)
C (-1.602, 4.870, -0.591)
Cl (-1.373, 6.568, -0.357)
C (-0.496, 4.021, -0.679)
Cl (1.119, 4.615, -0.549)
C (-0.664, 2.663, -0.874)
O (0.338, 1.775, -1.029)
C (-1.955, 2.115, -0.863)
O (-2.031, 0.781, -0.887)
C (-3.058, 2.956, -0.825)
Cl (-4.624, 2.226, -0.908)
C (2.824, -1.252, -3.161)
Si (1.098, -1.130, -3.831)
C (0.857, -2.657, -4.865)
C (0.952, 0.388, -4.886)
Ge (2.130, -0.790, 0.145)
Si (3.103, -3.006, 0.187)
C (1.782, -4.175, -0.483)
C (3.506, -3.569, 1.923)
C (4.675, -3.318, -0.782)
Si (3.855, 0.920, -0.042)
C (5.512, 0.124, -0.409)
C (3.959, 1.810, 1.581)
C (3.547, 2.156, -1.411)
H (3.540, -1.275, -3.994)
H (2.940, -2.181, -2.590)
H (3.084, -0.411, -2.514)
H (-0.018, -2.564, -5.513)
H (0.715, -3.541, -4.230)
H (1.748, -2.819, -5.488)
H (-0.030, 0.425, -5.369)
H (1.727, 0.381, -5.663)
H (1.076, 1.297, -4.283)
H (0.789, -3.798, -0.218)
H (1.896, -5.182, -0.059)
H (1.827, -4.256, -1.579)
H (2.598, -3.805, 2.490)
H (4.051, -2.805, 2.490)
H (4.133, -4.467, 1.862)
H (4.677, -2.905, -1.796)
H (4.812, -4.408, -0.851)
H (5.537, -2.902, -0.247)
H (5.798, -0.596, 0.369)
H (6.289, 0.902, -0.455)
H (5.492, -0.400, -1.373)
H (4.023, 1.109, 2.418)
H (3.064, 2.428, 1.727)
H (4.840, 2.466, 1.600)
H (3.917, 1.781, -2.374)
H (4.076, 3.092, -1.186)
H (2.481, 2.385, -1.505)
S (-1.653, -1.561, -3.066)
C (-0.230, -1.001, -2.487)
C (-2.531, -4.851, -0.550)
C (-2.611, -3.781, 0.550)
C (-1.715, -2.665, 0.258)
N (-1.001, -1.818, 0.027)
H (-3.244, -5.646, -0.332)
H (-1.530, -5.281, -0.599)
H (-2.767, -4.418, -1.522)
H (-2.329, -4.183, 1.522)
H (-3.619, -3.380, 0.641)



6.
The following is a DFT calculation (wB97M-V/def2-TZVPD) of a single C2H6N4S molecule at a distorted geometry.

**Structure (SMILES)**: C[C@H]1NN=[N+]([S-])N1
**LUMO level (spin up / spin down)**: 0.0161 / 0.0161 hartree
**Energy relative to the best compared isomer or geometry (same formula, charge and spin)**: 383.2 kJ/mol
**Energy**: -696.8801 a.u.
**Gap between HOMO and LUMO (spin up / spin down)**: 8.42 / 8.42 eV

Geometry (Å):
C (-0.478, 0.386, -0.481)
C (0.064, -0.360, 0.780)
N (0.885, 1.281, -2.118)
N (0.350, 1.553, -0.880)
N (-0.512, -0.438, -1.740)
N (0.471, 0.212, -2.596)
S (0.833, -0.426, -4.110)
H (-1.603, 0.682, -0.302)
H (1.181, -0.268, 0.638)
H (-0.173, -1.370, 0.979)
H (-0.401, 0.297, 1.653)
H (1.074, 1.960, -0.249)
H (-0.076, -1.266, -1.543)



7.
The following is a DFT calculation (wB97M-V/def2-TZVPD) of a single C3H5NO2 molecule at a distorted geometry.

**Structure (SMILES)**: [H]/N=C/COC=O
**LUMO level**: 0.0337 hartree
**Energy relative to the best compared isomer or geometry (same formula, charge and spin)**: 176.4 kJ/mol
**Energy**: -322.5072 a.u.
**Gap between HOMO and LUMO**: 11.16 eV

Geometry (Å):
N (-1.140, -0.074, -1.026)
C (-0.479, -0.047, 1.441)
O (0.166, 1.011, 0.923)
C (0.954, 0.648, -0.216)
C (0.108, -0.318, -1.035)
O (-0.088, -1.188, 1.344)
H (-1.686, -0.878, -1.326)
H (-1.405, 0.272, 1.932)
H (1.904, 0.206, 0.091)
H (1.167, 1.580, -0.747)
H (0.590, -1.204, -1.468)